1.
{
  "formula": "C5H8O",
  "method": "ωB97M-V/def2-TZVPD",
  "species": ["C", "C", "H", "H", "C", "H", "O", "H", "H", "H", "C", "C", "H", "H"],
  "xyz": [[-1.589, -1.289, -0.643], [1.438, 0.253, 0.396], [1.369, -0.672, -1.662], [0.515, 0.889, -1.556], [0.797, -0.012, -1.003], [-2.229, -1.648, 0.192], [-1.936, -1.408, -1.798], [-1.184, 2.440, 0.747], [-0.911, 2.120, 1.359], [1.549, 1.311, 0.661], [0.219, -0.430, 0.971], [-0.327, -0.665, -0.231], [2.390, -0.258, 0.576], [-0.101, -0.631, 1.991]],
  "e_lumo_ev": 0.30,
  "smiles": "O=CC1=CCC1.[H][H]"
}

***

2.
{
  "formula": "C5H8O",
  "method": "ωB97M-V/def2-TZVPD",
  "species": ["C", "H", "H", "C", "H", "H", "H", "O", "C", "H", "C", "H", "H", "C"],
  "xyz": [[-0.950, -0.818, 0.870], [1.747, 0.568, -1.234], [0.142, 0.860, -2.063], [0.561, -0.603, 0.987], [0.782, -0.297, 2.008], [-0.536, 1.750, 1.497], [1.269, -1.368, 0.634], [-1.231, -1.814, 0.040], [-0.295, 1.620, 0.450], [-2.188, -1.747, -0.091], [0.390, 0.550, 0.061], [-0.757, 2.261, -0.289], [0.622, -0.814, -1.621], [0.708, 0.250, -1.350]],
  "e_lumo_ev": 0.95
}

***

Gap between HOMO and LUMO
In order: 0.374; 0.333
Unit: Eh
Highest occupied orbital energy
In order: -9.87; -8.13
Unit: eV
Energy above the lowest of the compared OMol25 structures with the same formula, charge and spin
In order: 64.34; 90.02
Unit: kcal per mole